The following is a quantum chemistry calculation of a structure of composition C24H48O41S10 in a non-equilibrium geometry, from the OMol25 dataset.

```
123
C24H48O41S10, DFT the ωB97M-V functional and the def2-TZVPD basis
C -1.0560 0.7022 -0.2962
C -1.1962 -0.0786 0.9980
C -0.1339 -1.1905 0.9629
O 0.8112 -0.8166 -0.0086
C 0.3064 0.2246 -0.8526
H -1.0065 1.7726 -0.0773
H -1.8097 0.6244 -1.0763
H -2.1592 -0.5785 1.1044
H -1.0274 0.5205 1.8906
H -0.5775 -2.1694 0.7439
H 0.3408 -1.3194 1.9403
H 0.1502 -0.1480 -1.8743
H 1.1307 0.9252 -1.0164
C -0.3654 -2.9211 -2.6714
C 1.1560 -2.8276 -2.7243
O 1.5755 -4.1866 -2.6048
S 0.6135 -5.1319 -3.4581
O 0.4782 -6.4224 -2.8720
O 0.8909 -5.0912 -4.8657
O -0.7036 -4.2104 -3.1882
H -0.8072 -2.1597 -3.3091
H -0.7733 -2.8420 -1.6667
H 1.5186 -2.3227 -1.8316
H 1.5418 -2.3334 -3.6147
C -0.5463 7.1571 0.5651
C -0.4562 6.4753 -0.8057
O -0.4689 5.0663 -0.5435
S 0.0444 4.7279 0.9611
O 1.3415 4.1450 0.9232
O -1.0345 4.1016 1.6711
O 0.1869 6.2664 1.4088
H -1.5744 7.1632 0.9313
H -0.0460 8.1175 0.6181
H 0.5124 6.7232 -1.2477
H -1.2486 6.6609 -1.5252
C 0.7633 2.4255 5.5207
C 1.0879 2.2203 4.0373
O 2.1184 1.2536 4.1323
S 1.7031 0.0761 5.1557
O 2.8578 -0.3538 5.8767
O 0.8052 -0.8727 4.5798
O 0.7999 1.1086 6.0831
H -0.1661 2.9291 5.7735
H 1.5799 2.9431 6.0311
H 1.5645 3.0767 3.5658
H 0.2235 1.8898 3.4586
C 3.9071 3.0001 -0.9679
C 4.3834 1.7217 -0.2821
O 5.7947 1.8428 -0.1912
S 6.4119 3.0581 -1.0757
O 7.2952 2.5170 -2.0529
O 6.8898 4.0894 -0.2116
O 4.9968 3.5086 -1.7235
H 3.5620 3.8240 -0.3368
H 3.0387 2.8726 -1.6177
H 4.1979 0.7675 -0.7767
H 3.9527 1.6060 0.7143
C -4.2744 3.2753 1.4573
C -3.8916 2.1581 2.4320
O -4.3062 0.9011 1.9115
S -5.2360 1.2015 0.5567
O -6.5059 0.5362 0.6440
O -4.4492 1.0749 -0.6319
O -5.5161 2.7654 0.9649
H -3.5823 3.2802 0.6091
H -4.3926 4.2752 1.8584
H -4.2954 2.2749 3.4400
H -2.8191 2.2024 2.6405
C 3.4759 -2.0193 0.3811
C 3.6086 -1.7732 1.9014
O 4.9906 -1.7108 2.2044
S 5.9337 -2.2741 0.9636
O 6.7792 -3.3310 1.4215
O 6.5824 -1.1793 0.3004
O 4.6579 -2.7708 0.0893
H 3.3952 -1.1455 -0.2628
H 2.5886 -2.5915 0.1212
H 3.1866 -2.4960 2.6006
H 3.0951 -0.8380 2.1417
C -1.1362 4.1209 -3.4127
C -1.0991 4.1205 -4.9331
O -0.2155 3.0050 -5.3716
S 0.1779 2.1074 -4.0794
O 1.4478 2.4830 -3.5306
O -0.0988 0.7317 -4.3517
O -0.9881 2.7149 -3.1274
H -2.0268 4.4858 -2.9169
H -0.2207 4.6088 -3.0727
H -0.7484 5.0166 -5.4350
H -1.9720 3.6915 -5.4253
C 0.8873 -7.5663 0.1443
C 2.3101 -7.1422 -0.1734
O 2.4986 -5.8498 0.3786
S 1.1362 -5.2766 1.0519
O 0.5320 -4.4387 0.0562
O 1.3606 -4.7810 2.3747
O 0.3919 -6.6903 1.1521
H 0.8537 -8.6143 0.4393
H 0.2826 -7.4997 -0.7587
H 2.3677 -7.0990 -1.2651
H 3.1250 -7.8068 0.1113
C -3.9412 -2.5011 3.2820
C -2.6036 -3.1444 2.9569
O -1.6661 -2.4411 3.7942
S -2.3848 -1.3072 4.7312
O -2.3634 -0.0327 4.0454
O -1.9311 -1.3267 6.0866
O -3.8440 -2.0500 4.6458
H -4.7532 -3.2200 3.2153
H -4.1393 -1.6049 2.6942
H -2.4225 -3.1235 1.8822
H -2.4430 -4.1564 3.3314
C -3.7049 0.0962 -4.1902
C -2.8942 -0.8735 -5.0377
O -2.9466 -2.1236 -4.3390
S -3.9661 -2.1362 -3.0842
O -3.2574 -1.9380 -1.8516
O -4.8652 -3.2362 -3.2110
O -4.6817 -0.7351 -3.5366
H -4.2581 0.8128 -4.7899
H -3.1183 0.5701 -3.4025
H -1.8261 -0.6636 -5.0691
H -3.2562 -1.1299 -6.0339
```

As for the energy above the lowest of the compared OMol25 structures with the same formula, charge and spin: 90.08 kJ/mol. For the HOMO-LUMO gap, the calculation gives 9.111 eV. The calculation puts the total energy at -8009.71684 hartree. The lowest unoccupied orbital energy comes out at -0.8 eV. The value obtained for the maximum force is 2.49 eV Å⁻¹. The value obtained for the HOMO energy is -0.366 Ha.

The following is a quantum chemistry calculation of a structure of composition C21H31F5NiP2S in a non-equilibrium geometry, from the OMol25 dataset.

```
61
C21H31F5NiP2S, DFT the ωB97M-V functional and the def2-TZVPD basis
P -0.3426 -1.8383 -2.6572
P 0.2567 1.7912 -2.7672
C -0.4855 -0.6662 -4.1074
C 0.3285 0.6571 -4.2146
H -1.5558 -0.4852 -4.3067
H -0.1357 -1.3233 -4.9238
H 1.3796 0.4218 -4.4522
H -0.0672 1.2478 -5.0577
C -1.3839 2.5670 -3.0167
H -1.5798 3.1628 -2.1144
H -2.1849 1.8196 -3.1129
H -1.3401 3.2022 -3.9114
C 1.3784 3.1708 -3.1050
H 1.0050 3.7461 -3.9652
H 2.3965 2.8087 -3.2942
H 1.3923 3.8064 -2.2117
C -1.3423 -3.2550 -3.1644
H -1.3213 -4.0454 -2.4030
H -0.8893 -3.6337 -4.0885
H -2.3810 -2.9619 -3.3627
C 1.3509 -2.4188 -2.7888
H 2.0502 -1.5790 -2.8390
H 1.3876 -2.9928 -3.7214
H 1.5841 -3.0449 -1.9203
Ni 0.4984 -0.5591 1.9345
C 0.1509 2.0504 -0.0110
C -1.1397 1.6322 -0.1358
C -1.6522 0.4522 -0.9054
C -1.7702 -0.9671 -0.3017
C -0.5927 -1.8078 -0.8231
C 0.6461 -1.3046 -0.0566
C 1.2981 -0.1699 -0.7386
C 1.4040 1.1887 0.0035
C 0.0369 -1.9741 3.0749
H 0.3207 2.9979 0.5260
H -1.9062 2.2053 0.3946
H -1.0259 0.3705 -1.8312
H -2.6451 0.7164 -1.3053
H -1.6938 -0.9836 0.7976
H -2.7195 -1.4262 -0.6284
H -0.7484 -2.8790 -0.6019
H 1.3037 -2.1061 0.3286
H 0.7931 -0.0240 -1.7232
H 2.2893 -0.5113 -1.0861
H 1.7574 1.0017 1.0532
H 2.1954 1.7628 -0.5135
H 0.6296 -1.7966 3.9917
H 0.4073 -2.8528 2.5222
H -1.0333 -2.0823 3.3243
F 1.3156 0.3868 8.7658
C 0.8108 0.5084 7.5206
C 1.6266 0.9702 6.4824
F 2.9161 1.3051 6.7389
C 1.1194 1.0298 5.1854
F 1.9354 1.4681 4.1984
C -0.2031 0.6438 4.8672
S -0.7486 0.6974 3.2381
C -0.9997 0.2201 5.9613
F -2.2865 -0.1164 5.7236
C -0.5104 0.1370 7.2627
F -1.2800 -0.3407 8.2727
```

As for the energy above the lowest of the compared OMol25 structures with the same formula, charge and spin: 265.08 kJ/mol. For the HOMO-LUMO gap (spin up / spin down), the calculation gives 5.278 / 6.620 eV. The calculation puts the total energy at -3907.03922 hartree. The lowest unoccupied orbital energy (spin up / spin down) comes out at -0.2 / -0.2 eV. The value obtained for the maximum force is 2.59 eV Å⁻¹. The value obtained for the HOMO energy (spin up / spin down) is -0.202 / -0.251 Ha. The spin multiplicity is 3.

The following is a quantum chemistry calculation of an isolated molecule of C5H12O in a non-equilibrium geometry, from the OMol25 dataset.

```
18
C5H12O, DFT the ωB97M-V functional and the def2-TZVPD basis
C 2.9271 -0.7848 -0.0140
C 1.7850 0.1347 -0.4089
C 0.5477 -0.0936 0.4296
C -0.6547 0.7654 -0.0310
C -1.9873 0.2852 0.5270
O -2.8002 -0.3690 -0.4550
H 3.0393 -0.9577 1.0644
H 3.9032 -0.4847 -0.3860
H 2.7718 -1.7842 -0.4085
H 1.5473 -0.0020 -1.4720
H 2.0853 1.1755 -0.3188
H 0.7561 0.1169 1.4733
H 0.2254 -1.1324 0.3412
H -0.6994 0.6814 -1.1139
H -0.4675 1.8132 0.2196
H -2.5811 1.0900 0.9826
H -1.8803 -0.4706 1.3073
H -3.1259 0.2869 -1.0745
```

As for the energy above the lowest of the compared OMol25 structures with the same formula, charge and spin: 49.54 kJ/mol. For the HOMO-LUMO gap, the calculation gives 11.286 eV. The calculation puts the total energy at -272.92979 hartree. The lowest unoccupied orbital energy comes out at 1.1 eV. The value obtained for the maximum force is 1.08 eV Å⁻¹. Its structure (SMILES) is CCCCCO. The value obtained for the HOMO energy is -0.375 Ha.

The following is a quantum chemistry calculation of a structure of composition C36H56N3OP2Pt in a non-equilibrium geometry, from the OMol25 dataset.

```
99
C36H56N3OP2Pt, DFT the ωB97M-V functional and the def2-TZVPD basis
C -3.2797 -0.1127 -0.1686
C -2.2219 -1.5549 -1.7221
C -4.5372 -0.5544 -0.5835
C -3.4530 -1.9438 -2.2464
C -4.6150 -1.4591 -1.6408
H -5.4171 -0.1511 -0.0886
H -3.4681 -2.6231 -3.0991
H -5.5838 -1.7866 -2.0124
N -2.1972 -0.6977 -0.6888
P -1.3718 1.8134 0.6219
P 0.4399 -2.2120 -0.9341
C -3.0528 1.0306 0.8099
H -3.8537 1.7788 0.7036
H -3.1150 0.6470 1.8423
C -0.8744 -1.9243 -2.2741
H -0.9314 -2.7347 -3.0042
C 2.1038 -2.4294 -1.8101
C -0.0265 -3.8112 -0.0782
C -1.6238 3.0224 -0.8069
C -1.0317 2.8145 2.1980
C 2.8846 -1.1063 -1.7629
H 3.1650 -0.8377 -0.7393
H 3.8030 -1.2214 -2.3607
H 2.3059 -0.2700 -2.1712
C 2.9888 -3.4997 -1.1509
H 3.2088 -3.2637 -0.1027
H 2.5602 -4.5052 -1.2208
H 3.9465 -3.5220 -1.6934
C 1.8762 -2.8124 -3.2759
H 2.8589 -2.9705 -3.7468
H 1.3052 -3.7418 -3.3940
H 1.3796 -2.0046 -3.8260
C 0.9378 -4.0377 1.1157
H 1.3661 -3.1056 1.5060
H 0.3749 -4.5008 1.9384
H 1.7558 -4.7205 0.8601
C -1.4602 -3.7264 0.4808
H -1.5732 -2.9142 1.2087
H -2.2068 -3.6086 -0.3135
H -1.6707 -4.6742 1.0012
C 0.0295 -4.9721 -1.0989
H -0.0037 -4.6518 -2.1488
H 0.9145 -5.6026 -0.9486
H -0.8468 -5.6196 -0.9459
C 0.1835 3.7235 1.9472
H 0.4147 4.2574 2.8819
H 1.0668 3.1362 1.6641
H 0.0032 4.4823 1.1768
C -0.6772 1.8740 3.3593
H -1.4553 1.1218 3.5389
H 0.2907 1.3830 3.2102
H -0.5912 2.4824 4.2732
C -2.2568 3.6420 2.6345
H -3.2000 3.0941 2.5163
H -2.1480 3.8751 3.7033
H -2.3332 4.6024 2.1165
C -2.4875 2.3765 -1.8932
H -3.5157 2.1779 -1.5637
H -2.5345 3.0590 -2.7553
H -2.0380 1.4370 -2.2351
C -0.2390 3.3294 -1.4031
H 0.1143 2.4773 -2.0061
H -0.3205 4.2171 -2.0496
H 0.5210 3.5249 -0.6375
C -2.3384 4.3151 -0.3846
H -3.2958 4.1114 0.1143
H -1.7183 4.9633 0.2431
H -2.5665 4.8820 -1.2997
Pt -0.1500 -0.1003 -0.0494
C 0.0195 -0.7326 1.6625
O 0.0948 -1.1930 2.7340
N 0.0783 0.3750 -2.1097
C -0.3165 -0.4609 -2.9540
C -0.4190 -0.2305 -4.5142
C -0.8276 -1.4869 -5.2720
C -1.5055 0.8134 -4.7494
C 0.9368 0.3058 -5.0179
H -0.0921 -2.2915 -5.1813
H -1.8058 -1.8490 -4.9355
H -0.9105 -1.2350 -6.3366
H -1.2429 1.7591 -4.2593
H -1.6087 1.0054 -5.8267
H -2.4745 0.4626 -4.3670
H 1.2928 -0.2778 -5.8769
H 0.8255 1.3499 -5.3356
H 1.7075 0.2870 -4.2362
N 2.3132 1.1829 0.4385
C 2.8008 1.1526 1.5077
C 3.4779 1.1988 2.7573
C 4.6468 1.9642 2.8421
C 5.2951 2.0976 4.0691
C 4.7805 1.4579 5.2032
C 3.6360 0.6595 5.1089
C 2.9858 0.5150 3.8836
H 5.0326 2.4513 1.9440
H 6.1982 2.7066 4.1351
H 5.2763 1.5786 6.1671
H 3.2406 0.1479 5.9892
H 2.1084 -0.1277 3.7917
```

For the HOMO-LUMO gap (spin up / spin down), the calculation gives 3.825 / 3.653 eV. The calculation puts the total energy at -2445.78612 hartree. The lowest unoccupied orbital energy (spin up / spin down) comes out at -9.3 / -13.3 eV. The value obtained for the maximum force is 6.36 eV Å⁻¹. As for the charge: +3. The value obtained for the HOMO energy (spin up / spin down) is -0.484 / -0.622 Ha. The spin multiplicity is 5.